Entry 1:
Density functional theory data (the ωB97M-V functional and the def2-TZVPD basis) for an isolated molecule of CBrIN4 in a non-equilibrium geometry.

- E: -3128.6642 a.u.
- ΔE to the lowest compared entry with this formula, charge and spin: 59.4 kcal/mol
- Kohn-Sham gap: 8.12 eV
- Charge: 0
- E_LUMO: -1.2 eV

```
7
Properties=species:S:1:pos:R:3:forces:R:3
C 0.1152 -1.0707 -0.0412 -0.60 2.35 0.85
N 1.2355 -0.6896 0.3330 -0.70 -3.11 -0.62
N -0.5065 0.8139 -0.1310 1.26 -4.21 -0.01
N 1.6083 0.5926 0.2908 1.43 0.37 0.15
N 0.6300 1.3285 -0.0078 -1.43 2.40 0.02
Br -0.8661 -2.6910 -0.0019 0.73 1.60 -0.07
I -2.2165 1.7163 -0.4420 -0.68 0.59 -0.32
```
Positions in Å, forces in eV/Å.

Results of the Löwdin charge analysis, in e, for atoms 1 through 5:
1 C -0.614
2 N -0.063
3 N -0.663
4 N -0.062
5 N -0.167

Entry 2:
Density functional theory data (the ωB97M-V functional and the def2-TZVPD basis) for a 2-piece molecular cluster, CBrN3O overall in a non-equilibrium geometry.

- E: -2851.5415 a.u.
- ΔE to the lowest compared entry with this formula, charge and spin: 3.0 kcal/mol
- Kohn-Sham gap: 9.87 eV
- SMILES string: [O-][N+]#CBr.N#N
- Charge: 0
- E_LUMO: 0.2 eV

```
6
Properties=species:S:1:pos:R:3:forces:R:3
O 1.0198 1.4371 0.0811 2.58 1.74 0.36
N -0.0952 1.0949 0.0184 -1.65 -1.91 -0.53
C -1.0202 0.4101 -0.1556 -0.13 0.75 0.09
Br -2.7156 -0.0597 -0.0209 -0.97 -0.28 0.04
N 0.9043 -1.5271 0.2398 0.73 -0.21 -0.22
N 1.9069 -1.3552 -0.1628 -0.58 -0.10 0.25
```
Positions in Å, forces in eV/Å.

Results of the Löwdin charge analysis, in e, for atoms 1 through 5:
1 O 0.011
2 N -0.239
3 C -0.692
4 Br 0.826
5 N 0.031

Entry 3:
Density functional theory data (the ωB97M-V functional and the def2-TZVPD basis) for CBrN3O2 as an isolated structure in a non-equilibrium geometry.

- E: -2926.6208 a.u.
- ΔE to the lowest compared entry with this formula, charge and spin: 32.5 kcal/mol
- Kohn-Sham gap (alpha / beta): 6.89 / 7.29 eV
- Charge: 0
- E_LUMO (alpha / beta): -4.5 / -4.2 eV

```
7
Properties=species:S:1:pos:R:3:forces:R:3
C 0.2681 -1.3600 0.0196 0.68 0.28 -0.44
N 0.6471 -2.4404 -0.0943 0.18 -0.84 -0.05
N -0.1672 -0.1519 0.1844 -4.68 -0.15 0.87
N 0.4425 1.0577 -0.0091 0.72 -0.09 -0.48
O 1.6385 0.9551 -0.0866 0.65 0.15 -0.02
O -0.2442 2.0227 -0.0313 -0.41 0.67 -0.02
Br -2.5847 -0.0832 0.0173 2.85 -0.02 0.13
```
Positions in Å, forces in eV/Å.

Results of the Löwdin charge analysis, in e, for atoms 1 through 5:
1 C -0.367
2 N 0.213
3 N -0.056
4 N -0.471
5 O 0.132

Entry 4:
Density functional theory data (the ωB97M-V functional and the def2-TZVPD basis) for a 2-piece molecular cluster, CBrNO3 overall in a non-equilibrium geometry.

- E: -2892.4929 a.u.
- ΔE to the lowest compared entry with this formula, charge and spin: 35.8 kcal/mol
- Kohn-Sham gap (alpha / beta): 8.86 / 8.19 eV
- Charge: 0
- E_LUMO (alpha / beta): -1.1 / -1.6 eV

```
6
Properties=species:S:1:pos:R:3:forces:R:3
C -1.0765 -0.6214 1.5105 1.51 -0.51 -0.44
N 1.8460 0.0216 -0.7011 -0.42 0.35 -0.67
O -1.5445 -1.6557 1.5753 -2.07 -1.92 0.46
O 0.9616 0.6803 -0.9467 1.30 -0.95 3.00
O -0.3799 0.2739 1.3702 0.45 2.40 0.12
Br 0.1932 1.3013 -2.8081 -0.78 0.63 -2.47
```
Positions in Å, forces in eV/Å.

Results of the Löwdin charge analysis, in e, for atoms 1 through 5:
1 C -0.437
2 N 0.182
3 O 0.236
4 O -0.475
5 O 0.195

Entry 5:
Density functional theory data (the ωB97M-V functional and the def2-TZVPD basis) for CCl2FN as an isolated structure in a non-equilibrium geometry.

- E: -1112.9630 a.u.
- ΔE to the lowest compared entry with this formula, charge and spin: 38.8 kcal/mol
- Kohn-Sham gap: 9.59 eV
- Charge: 0
- E_LUMO: -1.6 eV

```
5
Properties=species:S:1:pos:R:3:forces:R:3
C -0.1529 0.3272 -0.0866 -2.28 -3.53 0.69
N 1.0694 0.2710 0.0165 0.96 0.68 -0.16
F 1.7724 -0.8747 0.0398 -0.67 -0.38 -0.09
Cl -1.0879 1.6578 0.0279 -0.46 1.06 -0.17
Cl -1.6010 -1.3813 0.0024 2.45 2.18 -0.26
```
Positions in Å, forces in eV/Å.

For reference, the Löwdin charges in units of e are:
1 C -0.907
2 N -0.011
3 F -0.005
4 Cl 0.755
5 Cl 0.169

Entry 6:
Density functional theory data (the ωB97M-V functional and the def2-TZVPD basis) for an isolated molecule of CCl2FNO2 in a non-equilibrium geometry.

- E: -1263.4538 a.u.
- ΔE to the lowest compared entry with this formula, charge and spin: 8.9 kcal/mol
- Kohn-Sham gap: 11.14 eV
- SMILES string: O=[N+]([O-])C(F)(Cl)Cl
- Charge: 0
- E_LUMO: -0.1 eV

```
7
Properties=species:S:1:pos:R:3:forces:R:3
O 0.7774 -1.4173 0.9220 -0.49 -1.34 0.09
N -0.1084 -1.1008 0.1848 3.55 5.51 1.32
O -0.9800 -1.6077 -0.3449 -3.16 -2.69 -1.64
C 0.0766 0.6112 -0.1208 0.09 0.45 0.22
F 1.3234 0.8361 0.2900 -0.31 -0.12 -0.92
Cl -0.9272 1.6611 0.9546 0.09 -1.13 -0.87
Cl -0.1620 1.0174 -1.8857 0.23 -0.68 1.81
```
Positions in Å, forces in eV/Å.

Results of the Löwdin charge analysis, in e, for atoms 1 through 5:
1 O 0.113
2 N -0.390
3 O 0.147
4 C -1.072
5 F -0.039

Entry 7:
Density functional theory data (the ωB97M-V functional and the def2-TZVPD basis) for an isolated ion of composition CCl2NO2S and charge -1 in a non-equilibrium geometry.

- E: -1561.9582 a.u.
- ΔE to the lowest compared entry with this formula, charge and spin: 2.8 kcal/mol
- Kohn-Sham gap: 7.87 eV
- Charge: -1
- E_LUMO: 3.3 eV

```
7
Properties=species:S:1:pos:R:3:forces:R:3
C -0.9831 0.0572 0.9673 4.68 -1.09 -1.81
N 0.1656 -0.4601 0.7543 -3.70 1.62 0.86
O 1.9488 0.8388 -0.9067 0.25 0.25 0.39
O 0.2492 -0.5672 -1.8668 -0.57 -0.38 -0.62
S 1.2950 -0.4629 -0.8684 0.11 0.27 0.04
Cl -1.9930 -0.5370 2.2106 -0.98 -0.18 0.93
Cl -1.7556 1.4379 0.0891 0.21 -0.49 0.22
```
Positions in Å, forces in eV/Å.

Results of the Löwdin charge analysis, in e, for atoms 1 through 5:
1 C -1.319
2 N -0.190
3 O -0.541
4 O -0.544
5 S 0.601

Entry 8:
Density functional theory data (the ωB97M-V functional and the def2-TZVPD basis) for CCl2Na2O11 as an isolated structure in a non-equilibrium geometry.

- E: -2110.2745 a.u.
- ΔE to the lowest compared entry with this formula, charge and spin: 77.5 kcal/mol
- Kohn-Sham gap: 2.76 eV
- Charge: -2
- E_LUMO: 3.1 eV

```
16
Properties=species:S:1:pos:R:3:forces:R:3
Na 1.5618 -1.0736 1.0808 0.29 0.45 -1.41
Na -0.9595 -0.1770 -0.1808 0.81 0.82 -0.93
Cl -0.7270 3.5748 1.8724 -4.39 -2.96 4.13
O -1.1825 3.4620 3.3031 2.71 -0.21 -0.12
O -1.8216 4.3773 1.4393 -0.29 0.66 -3.16
O 0.5139 4.1134 1.5833 2.53 1.91 0.11
O -0.6711 2.1843 1.4117 -0.76 0.09 -0.80
Cl -0.6248 -4.0737 -0.7528 -6.38 -5.93 -0.78
O -2.0221 -3.8507 -0.3924 -0.72 -0.52 -0.53
O -0.2134 -5.1914 0.0830 1.21 0.52 -0.75
O -0.4836 -4.2977 -2.1562 0.18 -1.32 -0.35
O -0.0482 -2.8972 -0.4966 5.69 7.57 2.89
C 1.6260 0.9611 -1.7095 2.72 0.32 -0.04
O 0.8858 1.8304 -2.0797 -6.54 2.65 -0.50
O 1.3882 -0.0223 -0.9072 -2.58 -2.89 3.27
O 2.7783 1.0802 -2.0985 5.53 -1.16 -1.04
```
Positions in Å, forces in eV/Å.

Results of the Löwdin charge analysis, in e, for atoms 1 through 5:
1 Na 0.715
2 Na 0.659
3 Cl 0.636
4 O -0.452
5 O -0.378

Entry 9:
Density functional theory data (the ωB97M-V functional and the def2-TZVPD basis) for CCl3OP as an isolated structure in a non-equilibrium geometry.

- E: -1835.1983 a.u.
- ΔE to the lowest compared entry with this formula, charge and spin: 74.1 kcal/mol
- Kohn-Sham gap: 7.12 eV
- Charge: 0
- E_LUMO: -2.0 eV

```
6
Properties=species:S:1:pos:R:3:forces:R:3
C -1.0878 -0.2453 0.4781 0.10 -0.98 0.61
O 0.8319 1.2032 -0.8193 -0.28 2.19 -0.60
P 1.0938 -0.1025 -0.2823 0.84 -2.46 -0.31
Cl -1.7600 -1.6368 -0.2158 0.03 -0.45 -0.09
Cl -2.1411 0.9937 0.4112 -0.86 1.46 0.01
Cl 3.0631 -0.2121 0.4279 0.16 0.25 0.36
```
Positions in Å, forces in eV/Å.

Results of the Löwdin charge analysis, in e, for atoms 1 through 5:
1 C -1.230
2 O -0.505
3 P 0.395
4 Cl 0.570
5 Cl 0.679

Entry 10:
Density functional theory data (the ωB97M-V functional and the def2-TZVPD basis) for a 2-piece molecular cluster, CCl5OP overall in a non-equilibrium geometry.

- E: -2755.6572 a.u.
- ΔE to the lowest compared entry with this formula, charge and spin: 1.0 kcal/mol
- Kohn-Sham gap: 8.53 eV
- Charge: 0
- E_LUMO: -0.9 eV

```
8
Properties=species:S:1:pos:R:3:forces:R:3
C -2.9679 0.7050 -0.2572 -0.83 0.56 0.02
O 1.4131 -0.4691 1.1413 -0.29 0.20 0.05
P 2.2130 -0.2468 -0.0519 -0.42 -2.07 1.11
Cl 1.5638 -1.4713 -1.5451 0.62 0.70 0.22
Cl -1.3008 0.6297 -0.3797 0.47 -0.35 0.01
Cl -3.6906 -0.8262 -0.0686 0.27 -0.19 -0.02
Cl 4.1198 -0.6915 0.3464 0.13 -0.02 -0.54
Cl 2.2210 1.5788 -0.6728 0.06 1.18 -0.84
```
Positions in Å, forces in eV/Å.

Results of the Löwdin charge analysis, in e, for atoms 1 through 5:
1 C -1.014
2 O -0.465
3 P -0.609
4 Cl 0.302
5 Cl 0.537

Entry 11:
Density functional theory data (the ωB97M-V functional and the def2-TZVPD basis) for a 2-piece molecular cluster, CCl6P overall in a non-equilibrium geometry.

- E: -3140.3270 a.u.
- ΔE to the lowest compared entry with this formula, charge and spin: 37.4 kcal/mol
- Kohn-Sham gap: 5.50 eV
- Charge: +1
- E_LUMO: -7.7 eV

```
8
Properties=species:S:1:pos:R:3:forces:R:3
C -2.3205 0.1022 0.1805 -1.14 -0.96 -0.01
P 2.1653 0.0509 -0.8310 1.01 -0.64 -1.36
Cl -1.9226 1.2710 -0.9234 -0.04 -0.67 0.66
Cl -1.4809 -1.3464 0.3543 -0.62 1.31 -0.25
Cl -3.7838 0.2425 1.0303 1.36 0.09 -0.54
Cl 3.8930 0.8524 -0.1968 0.35 0.38 0.03
Cl 0.9385 0.6914 0.5988 -0.68 0.74 1.44
Cl 2.5111 -1.8640 -0.2128 -0.25 -0.26 0.02
```
Positions in Å, forces in eV/Å.

Results of the Löwdin charge analysis, in e, for atoms 1 through 5:
1 C -1.533
2 P -0.285
3 Cl 0.830
4 Cl 0.783
5 Cl 0.808

Entry 12:
Density functional theory data (the ωB97M-V functional and the def2-TZVPD basis) for a 2-piece molecular cluster, CCl6P overall in a non-equilibrium geometry.

- E: -3140.1943 a.u.
- ΔE to the lowest compared entry with this formula, charge and spin: 4.9 kcal/mol
- Multiplicity: 3
- Kohn-Sham gap (alpha / beta): 3.24 / 5.05 eV
- Charge: +1
- E_LUMO (alpha / beta): -7.4 / -8.1 eV

```
8
Properties=species:S:1:pos:R:3:forces:R:3
C -2.6448 0.1958 -0.0301 -1.10 -0.73 0.07
P 5.1012 0.1969 -0.5135 0.52 0.28 -2.45
Cl -3.6385 -0.7983 -0.9544 0.55 0.51 0.37
Cl -1.3328 0.8693 -0.7118 -0.69 0.70 0.12
Cl -3.0428 0.3811 1.5787 0.43 0.12 -0.63
Cl 3.4674 -1.0011 -0.6811 -0.75 -0.59 0.06
Cl 5.3861 0.4622 1.3632 0.16 0.22 2.36
Cl 0.4985 -0.8584 -0.4829 0.87 -0.53 0.10
```
Positions in Å, forces in eV/Å.

Results of the Löwdin charge analysis, in e, for atoms 1 through 5:
1 C -1.576
2 P -0.032
3 Cl 0.815
4 Cl 0.743
5 Cl 0.839